{"formula": "C39H59CoNO2P2Si", "method": "ωB97M-V with the def2-TZVPD basis set", "lumo_energy_ev": [-2.220, -4.353], "total_charge": 1, "multiplicity": 5, "relative_energy_ev": 0.000, "orbital_gap_ev": [7.200, 7.396], "symbols": ["Co", "C", "Si", "C", "C", "C", "C", "C", "C", "P", "C", "C", "C", "C", "C", "C", "C", "C", "C", "C", "C", "C", "C", "C", "C", "C", "C", "C", "P", "C", "C", "C", "C", "C", "C", "C", "C", "C", "C", "C", "C", "H", "H", "H", "H", "H", "H", "H", "H", "H", "H", "H", "H", "H", "H", "H", "H", "H", "H", "H", "H", "H", "H", "H", "H", "H", "H", "H", "H", "H", "H", "H", "H", "H", "H", "H", "H", "H", "H", "H", "H", "H", "H", "H", "H", "H", "H", "H", "H", "H", "H", "H", "H", "H", "H", "H", "N", "C", "C", "O", "O", "H", "H", "H", "H"], "coordinates": [[0.18402, -0.99291, -0.24579], [1.24704, 2.72321, 0.38494], [-0.20316, 1.52849, 0.47407], [-0.78938, 1.63668, 2.26198], [-0.95709, 2.87800, 2.88440], [-1.33322, 2.96764, 4.21514], [-1.53720, 1.81210, 4.95805], [-1.36410, 0.57160, 4.36630], [-0.99423, 0.47770, 3.02457], [-0.75379, -1.11004, 2.18311], [0.26615, -2.15962, 3.32083], [-0.46344, -2.93206, 4.43618], [-0.88020, -4.31546, 3.94716], [0.36227, -5.18485, 3.67616], [1.58390, -4.32613, 3.32234], [1.15155, -3.12219, 2.49202], [-2.44063, -1.75646, 1.84154], [-3.41601, -2.02766, 2.98734], [-4.61587, -2.82518, 2.43550], [-4.90605, -2.49909, 0.96245], [-4.59633, -1.03488, 0.67811], [-3.10014, -0.73620, 0.89110], [-1.56224, 1.99617, -0.75489], [-2.42766, 3.02911, -0.38292], [-3.46279, 3.44238, -1.20708], [-3.65838, 2.81382, -2.42754], [-2.81650, 1.78421, -2.81643], [-1.76183, 1.37034, -2.00140], [-0.71440, -0.06890, -2.42042], [-1.72516, -1.31757, -3.33747], [-2.24176, -0.94893, -4.76264], [-3.73612, -1.21612, -4.93012], [-4.06442, -2.65794, -4.55798], [-3.60802, -2.98920, -3.12019], [-2.86902, -1.83086, -2.45066], [0.75801, 0.28375, -3.50283], [1.71440, 1.30195, -2.86369], [1.28613, 2.75081, -3.10500], [1.08957, 3.03962, -4.59098], [0.11486, 2.04828, -5.21972], [0.59228, 0.61879, -4.99058], [0.85564, 3.73185, 0.55869], [1.76956, 2.74117, -0.56714], [1.96166, 2.50472, 1.17988], [-0.78056, 3.79436, 2.33217], [-1.45749, 3.93823, 4.67742], [-1.82490, 1.87829, 5.99901], [-1.51740, -0.32143, 4.95700], [0.91038, -1.40614, 3.78616], [-1.30876, -2.36964, 4.82624], [0.22602, -3.04635, 5.27731], [-1.47138, -4.21462, 3.03144], [-1.53053, -4.79743, 4.67799], [0.15155, -5.87184, 2.85444], [0.58974, -5.80208, 4.54647], [2.31384, -4.92162, 2.77211], [2.09108, -3.98129, 4.22740], [0.60150, -3.48223, 1.61856], [2.02453, -2.57099, 2.12783], [-2.25215, -2.68539, 1.29192], [-3.74508, -1.06698, 3.39523], [-2.96670, -2.58292, 3.80693], [-5.49532, -2.60968, 3.04545], [-4.41826, -3.89405, 2.54084], [-5.94549, -2.72778, 0.72528], [-4.29681, -3.13069, 0.30831], [-5.19395, -0.40814, 1.34557], [-4.88535, -0.75957, -0.33827], [-2.99433, 0.27043, 1.30454], [-2.57513, -0.73272, -0.06620], [-2.30781, 3.51271, 0.57974], [-4.12068, 4.24182, -0.89199], [-4.47014, 3.11738, -3.07553], [-2.99909, 1.30149, -3.76345], [-1.01498, -2.14894, -3.43716], [-1.70642, -1.56025, -5.49318], [-2.01908, 0.08310, -5.02602], [-4.01890, -1.01483, -5.96487], [-4.31963, -0.52577, -4.31288], [-3.56435, -3.31943, -5.26982], [-5.13305, -2.83990, -4.67385], [-2.95025, -3.86113, -3.11688], [-4.46539, -3.25433, -2.49835], [-2.46810, -2.18015, -1.50143], [-3.56001, -1.00925, -2.23699], [1.23620, -0.70580, -3.45008], [2.70236, 1.15111, -3.31301], [1.82622, 1.10414, -1.79170], [2.03795, 3.42610, -2.69091], [0.35393, 2.95874, -2.57250], [2.05342, 2.96720, -5.10627], [0.73771, 4.06325, -4.72729], [0.01643, 2.23814, -6.28979], [-0.87860, 2.18886, -4.78321], [1.58681, 0.51316, -5.43971], [-0.03954, -0.10681, -5.49416], [2.00546, -1.86260, -0.79100], [1.62928, -3.10998, -1.51712], [0.18682, -3.56506, -1.23503], [-0.19807, -4.58613, -1.75148], [-0.50939, -2.79370, -0.44658], [2.61252, -1.28469, -1.36305], [2.53216, -2.08935, 0.04670], [2.29837, -3.93178, -1.26682], [1.71936, -2.94120, -2.58944]], "forces_ev_per_angstrom": [[-0.2, -0.1, 0.0], [0.0, 0.0, 0.0], [0.1, 0.2, 0.0], [-0.1, 0.0, 0.0], [0.0, 0.0, 0.0], [0.0, 0.0, 0.0], [0.0, 0.0, 0.0], [0.0, 0.0, 0.0], [0.0, 0.1, 0.0], [0.1, 0.0, 0.0], [0.0, 0.0, 0.0], [0.0, 0.0, 0.0], [0.0, 0.0, 0.0], [0.0, 0.0, 0.0], [0.0, 0.0, 0.0], [0.0, 0.0, 0.0], [0.0, 0.0, 0.0], [0.0, 0.0, 0.0], [0.0, 0.0, 0.0], [0.0, 0.0, 0.0], [0.0, 0.0, 0.0], [0.0, 0.0, 0.0], [0.0, 0.0, 0.0], [0.0, 0.0, 0.0], [0.0, 0.0, 0.0], [0.0, 0.0, 0.0], [0.0, 0.0, 0.0], [0.0, 0.0, 0.0], [0.0, 0.0, 0.0], [0.0, 0.0, 0.0], [0.0, 0.0, 0.0], [0.0, 0.0, 0.0], [0.0, 0.0, 0.0], [0.0, 0.0, 0.0], [0.0, 0.0, 0.0], [0.0, 0.0, 0.0], [0.0, 0.0, 0.0], [0.0, 0.0, 0.0], [0.0, 0.0, 0.0], [0.0, 0.0, 0.0], [0.0, 0.0, 0.0], [0.0, 0.0, 0.0], [0.0, 0.0, 0.0], [0.0, 0.0, 0.0], [0.0, 0.0, 0.0], [0.0, 0.0, 0.0], [0.0, 0.0, 0.0], [0.0, 0.0, 0.0], [0.0, 0.0, 0.0], [0.0, 0.0, 0.0], [0.0, 0.0, 0.0], [0.0, 0.0, 0.0], [0.0, 0.0, 0.0], [0.0, 0.0, 0.0], [0.0, 0.0, 0.0], [0.0, 0.0, 0.0], [0.0, 0.0, 0.0], [0.0, 0.0, 0.0], [0.0, 0.0, 0.0], [0.0, 0.0, 0.0], [0.0, 0.0, 0.0], [0.0, 0.0, 0.0], [0.0, 0.0, 0.0], [0.0, 0.0, 0.0], [0.0, 0.0, 0.0], [0.0, 0.0, 0.0], [0.0, 0.0, 0.0], [0.0, 0.0, 0.0], [0.0, 0.0, 0.0], [0.0, 0.0, 0.0], [0.0, 0.0, 0.0], [0.0, 0.0, 0.0], [0.0, 0.0, 0.0], [0.0, 0.0, -0.1], [0.0, 0.0, 0.0], [0.0, 0.0, 0.0], [0.0, 0.0, 0.0], [0.0, 0.0, 0.0], [0.0, 0.0, 0.0], [0.0, 0.0, 0.0], [0.0, 0.0, 0.0], [0.0, 0.0, 0.0], [0.0, 0.0, 0.0], [0.0, 0.0, 0.0], [0.0, 0.0, 0.0], [0.0, 0.0, 0.0], [0.0, 0.0, 0.0], [0.0, 0.0, 0.0], [0.0, 0.0, 0.0], [0.0, 0.0, 0.0], [0.0, 0.0, 0.0], [0.0, 0.0, 0.0], [0.0, 0.0, 0.0], [0.0, 0.0, 0.0], [0.0, 0.0, 0.0], [0.0, 0.0, 0.0], [0.0, 0.0, 0.0], [0.0, 0.0, 0.0], [0.0, 0.0, 0.1], [0.0, 0.0, 0.0], [0.0, 0.0, 0.0], [0.0, 0.0, 0.0], [0.0, 0.0, 0.0], [0.0, 0.0, 0.0], [0.0, 0.0, 0.0]], "mulliken_charge": [1.43, -1.41, 0.48, 0.78, -0.70, -1.03, -0.81, -0.77, 0.08, -0.22, 0.29, -1.39, -0.29, -0.96, -1.27, 0.29, 0.64, -0.47, -1.28, -0.57, -1.19, 0.25, 1.05, -0.75, -1.01, -1.17, -0.50, 0.40, -0.82, 1.14, -1.23, -0.91, -0.82, -1.16, 0.10, 1.54, -1.09, -0.26, -1.55, -0.08, -1.51, 0.35, 0.46, 0.43, 0.36, 0.44, 0.49, 0.27, 0.65, 0.40, 0.65, -0.11, 0.59, 0.40, 0.37, 0.45, 0.37, -0.11, 0.28, 0.61, 0.38, 0.23, 0.45, 0.41, 0.54, 0.17, 0.52, 0.44, -0.09, -0.94, 0.32, 0.44, 0.47, 0.52, 0.77, 0.42, 0.12, 0.52, 0.23, 0.35, 0.42, 0.34, 0.44, -0.67, 0.06, 0.10, 0.71, 0.22, 0.63, 0.08, 0.40, 0.51, 0.45, 0.01, 0.56, 0.30, -0.84, -0.78, 0.77, -0.67, -0.31, 0.30, 0.25, 0.54, 0.33]}